# 1
Here is a structure of composition C16H31IrNP2Se in a non-equilibrium geometry from the OMol25 dataset. Energies are from ωB97M-V/def2-TZVPD.

As for the largest force on an atom: 4.9 eV Å⁻¹. The HOMO energy (spin up / spin down) is -11.721 / -12.598 eV. Its multiplicity is 6. For the LUMO energy (spin up / spin down), the calculation gives -0.26945 / -0.34563 Ha. The calculation puts the energy above the lowest of the compared OMol25 structures with the same formula, charge and spin at 109.7 kcal per mole. As for the net charge: +2. As for the expectation value of S²: 8.802.

Structure (XYZ):
```
52
Properties=species:S:1:pos:R:3:forces:R:3:mulliken_spin:R:1
Ir 2.147 1.385 1.783 -1.400 0.169 -0.854 1.4804
Se 1.904 -1.297 5.731 0.167 0.246 -0.425 0.8759
P -1.828 -1.456 -0.718 -0.024 -1.426 -0.646 0.0791
P 0.742 1.189 -1.953 -0.532 -0.198 -2.534 0.0042
N 2.163 0.302 3.240 -0.423 -3.031 3.853 0.1661
C 0.446 1.253 0.641 -0.237 -0.933 0.693 0.1572
C 1.265 0.500 -0.441 0.200 1.357 1.798 0.2263
C -1.598 -1.305 2.057 -2.206 2.094 1.105 0.9890
C 2.210 1.343 -3.010 -0.284 0.057 -0.030 -0.0011
C 2.986 2.932 2.638 1.475 1.175 0.505 0.2011
C -1.469 0.230 2.079 -0.892 -0.996 0.365 0.0684
C -1.748 -0.300 -2.150 -0.907 -0.241 -0.165 0.0222
C -0.376 -1.932 1.933 4.540 -1.481 -0.209 0.6095
C -1.671 -3.110 -1.411 -0.877 -0.433 -0.782 0.0100
C -0.911 0.585 0.738 1.606 1.900 -0.802 0.0948
C 0.599 -2.045 0.735 -0.174 -1.784 0.161 0.1365
C 2.094 -0.373 4.243 -0.009 1.648 -2.374 -0.0873
C -0.022 2.844 -1.898 -0.031 -0.082 0.228 0.0029
C -3.496 -1.305 -0.085 -1.017 -0.334 -0.490 0.0092
C 1.461 -1.008 -0.114 0.661 -0.130 0.093 -0.0214
C -0.343 -0.027 -2.723 -0.522 0.080 -0.592 0.0005
H -2.290 0.617 -1.857 0.283 -0.308 -0.292 0.0010
H -0.783 -3.236 -2.026 0.137 0.192 -0.079 0.0005
H 2.303 0.937 -0.487 0.142 -0.157 0.270 -0.0281
H -3.857 -0.275 -0.094 0.041 -0.043 0.019 0.0008
H 4.013 2.698 2.960 -0.258 0.388 -0.013 0.0303
H 2.381 -0.882 0.477 -0.019 -0.702 -0.318 -0.0223
H -2.442 0.712 2.213 0.145 -0.088 0.358 0.0150
H 2.974 1.937 -2.481 -0.256 -0.132 -0.272 0.0027
H 0.113 -2.737 0.017 0.560 0.548 0.351 0.0609
H -2.541 -3.363 -2.019 -0.001 -0.227 -0.125 0.0044
H -1.050 2.782 -1.480 0.674 0.122 -0.299 0.0015
H -0.052 3.216 -2.949 -0.001 -0.221 0.795 0.0004
H 0.235 -0.963 -2.788 -0.057 0.294 -0.066 -0.0011
H 0.112 -2.314 2.857 -0.251 0.483 -0.357 -0.0029
H 0.355 2.377 0.577 0.459 -0.546 -0.012 -0.0376
H 1.421 -2.672 1.135 -0.271 0.308 -0.114 -0.0165
H -0.788 -0.370 0.114 0.052 1.503 1.395 -0.0150
H -0.459 0.363 -3.745 0.046 -0.264 0.021 0.0020
H 1.735 -1.561 -1.038 -0.046 0.355 0.538 -0.0164
H -0.775 0.541 2.876 -0.211 0.024 0.006 0.0028
H -4.156 -1.918 -0.704 -0.272 0.203 0.049 -0.0013
H 1.924 1.844 -3.950 0.253 -0.231 0.344 0.0010
H -2.368 -0.811 -2.903 0.282 0.547 -0.221 0.0014
H -1.581 1.213 0.134 -0.231 -0.037 0.329 0.0004
H 2.353 3.191 3.506 0.135 0.035 -0.300 0.0368
H -2.398 -1.785 2.634 0.181 0.168 -0.458 -0.0059
H 2.615 0.344 -3.222 -0.090 0.280 0.022 0.0000
H 0.598 3.520 -1.265 -0.448 -0.357 -0.616 -0.0014
H -3.523 -1.686 0.940 -0.148 0.087 -0.430 -0.0255
H 2.969 3.722 1.869 0.150 0.126 0.360 -0.0076
H -1.593 -3.847 -0.616 -0.096 -0.010 0.221 -0.0038
```
Forces are in eV/Å.


# 2
Here is a structure of composition C16H31N2SV in a non-equilibrium geometry from the OMol25 dataset. Energies are from ωB97M-V/def2-TZVPD.

As for the largest force on an atom: 6.6 eV Å⁻¹. The HOMO energy (spin up / spin down) is -15.894 / -15.997 eV. Its multiplicity is 3. For the LUMO energy (spin up / spin down), the calculation gives -0.30578 / -0.27916 Ha. The calculation puts the energy above the lowest of the compared OMol25 structures with the same formula, charge and spin at 0.0 kcal per mole. As for the net charge: +2. As for the expectation value of S²: 2.034.

Structure (XYZ):
```
51
Properties=species:S:1:pos:R:3:forces:R:3:mulliken_spin:R:1
V -0.105 0.196 -0.272 4.372 -4.632 1.741 2.1415
S 0.278 -1.539 1.432 -0.033 0.417 -0.550 -0.0062
N -0.463 -2.102 3.935 0.472 0.080 -1.599 -0.0026
N -1.297 -3.537 2.273 0.460 1.228 -0.462 -0.0033
C -2.494 0.925 1.707 -0.317 -0.175 0.629 0.0175
C -0.734 2.104 0.209 -1.150 0.763 -0.464 -0.0250
C -3.071 -0.559 -1.025 -0.297 -0.520 -0.123 0.0132
C 4.685 -0.032 -1.744 -0.084 -0.042 -0.141 0.0015
C -1.176 1.045 -1.810 -0.963 0.812 0.160 0.0284
C 3.415 -0.243 -0.911 0.206 0.206 0.473 0.0000
C -0.609 -2.451 2.622 -0.403 -0.283 1.064 -0.0026
C -0.356 2.036 -1.171 -0.822 0.655 0.093 -0.0162
C -0.040 -3.070 4.960 -0.088 -0.042 0.669 -0.0006
C 0.749 2.791 -1.802 0.675 0.240 -0.307 0.0515
C -1.790 1.160 0.423 -0.971 0.969 -0.595 -0.1690
C 2.288 -0.976 -1.625 0.597 -0.026 -0.702 -0.0101
C -2.156 -4.311 3.163 -0.248 -0.383 0.164 0.0002
C -2.062 0.506 -0.825 -0.997 1.199 -0.037 -0.0682
C -1.031 0.577 -3.206 0.180 -0.384 -0.520 0.0192
C -0.162 3.000 1.239 0.384 0.272 0.447 0.0009
H -3.384 1.574 1.766 0.260 -0.156 -0.063 -0.0042
H 3.074 0.733 -0.548 -0.088 0.164 -0.069 0.0053
H -3.152 -4.390 2.721 0.149 0.033 0.032 -0.0001
H -1.754 -5.322 3.296 -0.075 0.223 0.000 -0.0002
H -1.533 -0.384 -3.345 0.090 0.175 -0.121 -0.0125
H -2.853 -1.146 -1.921 -0.116 0.020 0.139 -0.0059
H 4.464 0.482 -2.687 0.043 -0.064 0.163 0.0000
H -1.454 1.288 -3.927 0.037 -0.058 0.235 -0.0024
H -0.658 -2.936 5.853 0.128 -0.164 -0.140 0.0000
H 0.382 3.582 -2.473 -0.019 -0.242 0.209 -0.0003
H 1.382 2.128 -2.408 -0.060 0.199 0.040 -0.0045
H 5.407 0.579 -1.187 -0.215 -0.193 -0.147 0.0000
H -0.791 3.891 1.369 0.061 -0.216 -0.082 -0.0010
H -0.093 2.506 2.213 0.008 0.111 -0.132 -0.0014
H 3.677 -0.799 -0.008 -0.023 -0.034 0.008 0.0018
H -1.866 1.159 2.576 -0.131 -0.013 -0.249 -0.0005
H 1.003 -2.865 5.228 -0.209 -0.111 -0.114 -0.0001
H -1.356 -3.685 1.261 0.087 -0.185 0.677 0.0006
H 5.172 -0.984 -1.989 -0.147 0.161 0.060 0.0002
H -4.074 -0.129 -1.150 0.235 -0.017 0.031 -0.0030
H -3.113 -1.241 -0.169 -0.026 0.112 -0.133 0.0074
H 1.383 3.264 -1.044 -0.100 -0.054 -0.260 -0.0031
H 0.026 0.451 -3.466 -0.163 0.037 -0.092 0.0054
H -0.004 -1.193 4.020 -0.208 -0.481 0.035 0.0017
H 2.591 -2.023 -1.803 -0.450 0.358 0.061 -0.0002
H 1.372 -1.045 -0.996 0.076 -0.310 -0.145 0.0412
H -2.841 -0.110 1.816 0.069 0.251 -0.104 0.0027
H -0.124 -4.101 4.606 0.092 0.341 0.052 -0.0001
H 2.060 -0.529 -2.609 -0.078 -0.131 0.407 0.0051
H -2.234 -3.821 4.137 -0.078 -0.086 -0.359 0.0000
H 0.835 3.349 0.958 -0.120 -0.027 0.125 -0.0019
```
Forces are in eV/Å.